DFT (wB97M-V/def2-TZVPD) results for C4H7NO in the gas phase.

## Properties
2S+1 ... 1
E_tot ... -7797.691 eV
HOMO energy ... -0.3601 hartree
ΔE to the lowest compared entry with this formula, charge and spin ... 45.04 kcal per mole
HOMO-LUMO gap ... 0.3934 Eh
Strongest force on any atom ... 0.42 eV Å⁻¹

Each line ends with the natural charge from an NBO analysis.
Geometry (Å):
C  -0.854  -0.394  1.241  -0.6233
C  -0.381  -0.761  -0.145  -0.0473
N  -0.712  0.125  -1.248  -0.5851
C  0.686  0.025  -0.833  -0.2103
C  1.210  1.245  -0.149  0.4278
O  2.344  1.354  0.250  -0.5136
H  -0.724  0.673  1.434  0.2155
H  -0.273  -0.944  1.988  0.2201
H  -1.913  -0.633  1.377  0.2193
H  -0.374  -1.831  -0.356  0.1979
H  -0.876  -0.389  -2.109  0.3630
H  1.413  -0.516  -1.435  0.2184
H  0.454  2.048  -0.014  0.1176

Cartesian forces (eV/Å) of the 2 atoms listed first:
-0.02 0.04 0.03
-0.02 -0.15 0.20

DFT (wB97M-V/def2-TZVPD) results for a 36-piece molecular cluster, H72O36 overall at a distorted geometry.

## Properties
2S+1 ... 1
E_tot ... -74885.252 eV
HOMO energy ... -0.3921 hartree
ΔE to the lowest compared entry with this formula, charge and spin ... 29.81 kcal per mole
HOMO-LUMO gap ... 0.3923 Eh
Strongest force on any atom ... 3.11 eV Å⁻¹

Each line ends with the Löwdin charge.
Geometry (Å):
O  -0.408  3.201  -2.542  -0.0811
H  -0.420  2.218  -2.725  0.0472
H  -0.603  3.179  -1.581  0.0203
O  0.385  -5.057  -1.425  -0.0870
H  -0.439  -5.034  -1.990  0.0494
H  1.053  -4.660  -2.013  0.0036
O  -0.578  -1.100  4.593  -0.0641
H  -0.835  -0.828  3.688  0.0089
H  -0.751  -2.051  4.674  0.0561
O  -2.936  -1.949  -2.576  -0.0653
H  -3.705  -1.494  -2.972  0.0743
H  -2.221  -1.432  -3.007  0.0399
O  3.004  -5.153  0.534  -0.0635
H  2.680  -5.968  0.144  0.0647
H  2.667  -5.279  1.471  0.0363
O  -1.991  2.585  0.290  -0.0713
H  -1.340  2.098  0.834  0.0419
H  -2.282  3.377  0.821  0.0648
O  -4.077  -0.009  3.425  -0.0550
H  -4.926  0.467  3.481  0.0535
H  -4.363  -0.927  3.291  0.0534
O  -1.820  1.916  3.363  -0.0814
H  -1.467  1.791  4.280  0.0140
H  -2.240  1.089  3.085  -0.0098
O  1.075  -0.878  -3.576  -0.0397
H  0.738  -1.571  -2.995  0.0082
H  0.248  -0.449  -3.754  0.0137
O  -3.809  1.482  -3.005  -0.0578
H  -3.635  2.097  -3.745  0.0780
H  -4.246  2.002  -2.299  0.0115
O  -0.377  4.061  -5.418  -0.0665
H  -0.436  5.008  -5.545  0.0263
H  -0.500  3.995  -4.457  -0.0082
O  4.004  2.394  -1.892  -0.0629
H  4.020  2.716  -2.809  0.0616
H  3.441  1.606  -1.919  -0.0086
O  -1.258  -0.572  1.736  -0.0732
H  -0.684  -0.370  0.985  -0.0039
H  -1.952  -1.231  1.476  0.0434
O  2.142  -3.855  -3.107  -0.0333
H  2.346  -3.841  -4.054  0.0801
H  2.794  -3.317  -2.655  0.0253
O  3.508  -2.842  -0.662  -0.0610
H  4.466  -2.911  -0.611  0.0641
H  3.217  -3.616  -0.138  -0.0010
O  -0.102  -4.556  1.282  -0.0235
H  0.141  -4.868  0.426  -0.0205
H  0.417  -3.766  1.311  0.0387
O  -1.033  1.426  6.139  -0.0646
H  -0.829  0.493  5.959  0.0184
H  -1.977  1.297  6.341  0.0649
O  -3.180  0.073  -6.490  -0.0455
H  -3.413  -0.565  -7.162  0.0262
H  -2.230  0.015  -6.564  0.0270
O  1.930  1.634  4.421  -0.0293
H  1.596  0.740  4.243  0.0435
H  1.284  1.999  5.008  0.0244
O  0.956  3.141  -0.222  -0.0771
H  1.269  3.405  -1.083  0.0313
H  1.729  3.238  0.405  0.0391
O  -3.173  4.493  -2.903  -0.0486
H  -3.884  3.993  -2.522  -0.0143
H  -2.343  4.121  -2.575  0.0008
O  2.607  3.358  1.970  -0.0595
H  3.450  3.153  2.441  0.0349
H  1.918  2.868  2.412  0.0203
O  -1.359  0.586  -2.906  -0.0920
H  -0.944  0.632  -2.022  0.0321
H  -2.277  0.909  -2.710  0.0168
O  3.384  -3.158  3.498  -0.0641
H  4.328  -3.264  3.592  0.0515
H  3.152  -2.234  3.189  0.0512
O  -2.403  -3.049  0.615  -0.0501
H  -1.659  -3.697  0.542  0.0258
H  -2.935  -3.176  -0.150  0.0164
O  2.361  -5.729  3.278  -0.0649
H  2.569  -4.779  3.307  -0.0103
H  1.473  -5.767  3.642  0.0493
O  4.661  0.832  0.438  -0.0777
H  4.862  1.533  -0.220  0.0526
H  3.731  0.578  0.212  0.0575
O  5.368  2.552  2.598  -0.0546
H  5.318  1.916  1.860  0.0049
H  5.913  2.169  3.289  0.0525
O  -4.401  2.887  -0.839  -0.0703
H  -3.702  2.479  -0.313  0.0163
H  -4.947  3.322  -0.143  0.0925
O  3.851  -0.357  2.953  -0.0395
H  3.640  0.432  3.468  0.0256
H  4.379  -0.038  2.219  0.0015
O  -4.493  3.364  2.756  -0.0499
H  -3.722  3.079  3.213  -0.0231
H  -4.730  4.189  3.223  0.0568
O  -2.017  -4.645  -3.167  -0.0513
H  -2.369  -3.780  -2.917  -0.0030
H  -2.579  -5.054  -3.833  0.0519
O  2.803  -0.068  -1.648  -0.0979
H  2.160  -0.196  -2.374  0.0218
H  2.948  -0.978  -1.257  0.0597
O  -0.236  -2.258  -1.424  -0.0468
H  -0.081  -3.172  -1.131  0.0096
H  -1.109  -1.967  -1.109  0.0303
O  -2.204  5.770  0.198  0.0056
H  -1.377  5.972  0.549  0.0109
H  -2.286  6.015  -0.693  0.0078
O  0.416  0.345  -0.326  -0.0634
H  1.207  -0.062  -0.688  0.0029
H  0.681  1.289  -0.305  0.0231

Cartesian forces (eV/Å) of the 2 atoms listed first:
-0.11 -1.31 0.56
-0.21 1.36 -0.44

DFT (wB97M-V/def2-TZVPD) results for a 2-piece molecular cluster, C11H15NO overall at a distorted geometry.

## Properties
2S+1 ... 1
E_tot ... -15187.121 eV
HOMO energy ... -0.2931 hartree
ΔE to the lowest compared entry with this formula, charge and spin ... 18.47 kcal per mole
HOMO-LUMO gap ... 0.3252 Eh
Strongest force on any atom ... 2.78 eV Å⁻¹

Each line ends with the natural charge from an NBO analysis.
Geometry (Å):
C  1.673  -1.911  -0.587  -0.0650
C  2.548  -0.719  -0.923  -0.6757
O  1.815  -2.983  -1.536  -0.7280
H  1.877  -2.292  0.420  0.1643
H  0.590  -1.732  -0.607  0.1813
H  2.828  -0.557  -1.963  0.2116
H  2.660  -2.869  -1.990  0.4593
H  3.537  -0.638  -0.428  0.2103
H  2.083  0.123  -0.398  0.2407
C  -2.804  -1.212  0.994  -0.6318
C  -0.896  0.517  0.584  -0.0956
C  -2.012  -0.296  0.129  -0.0836
C  -0.419  1.199  -0.566  0.1408
C  -2.165  -0.032  -1.191  -0.0342
C  -0.528  0.799  1.893  -0.1960
C  0.465  2.268  -0.293  -0.2349
C  0.293  1.890  2.091  -0.2309
C  0.855  2.538  0.990  -0.2318
N  -1.164  0.827  -1.646  -0.5373
H  -0.945  0.262  2.736  0.2165
H  -2.309  -2.140  1.273  0.2233
H  -3.759  -1.459  0.513  0.2168
H  -2.979  -0.373  -1.806  0.2120
H  -1.039  1.075  -2.612  0.4163
H  0.789  2.786  -1.202  0.2083
H  0.500  2.318  3.071  0.2126
H  1.655  3.247  1.194  0.2157
H  -3.151  -0.635  1.859  0.2149

Cartesian forces (eV/Å) of the 2 atoms listed first:
-0.01 -1.01 -0.57
0.66 0.87 1.60